1.
A cluster of 3 separate species, C29H48F9N5O10P2S2 in total, computed with wB97M-V/def2-TZVPD.

Structure (XYZ):
```
105
Properties=species:S:1:pos:R:3:mulliken_charge:R:1
C -1.071 -3.383 -1.224 -1.10
P -1.091 -1.587 -0.828 0.58
O -0.727 -0.819 -2.289 -0.62
C 0.286 -1.190 0.431 -0.68
C 0.592 -2.423 1.319 -0.63
C 1.871 -2.259 2.173 -0.10
C 2.684 -3.581 2.220 -0.99
S 1.700 -5.038 2.721 -0.26
O 1.530 -0.869 -0.303 -0.27
C 1.936 -1.830 -1.067 0.74
N 2.443 -2.748 -1.591 -0.74
O -0.095 -0.172 1.314 -0.39
C 0.099 1.145 0.847 0.38
C -1.199 1.966 1.254 0.97
N -1.296 2.070 2.716 -0.48
C -2.459 1.128 0.777 -1.06
C -3.804 1.860 1.041 -0.56
C -4.915 0.842 0.661 0.37
O -4.688 0.097 -0.268 -0.59
N -6.118 0.768 1.409 -0.35
C -7.209 0.387 0.532 0.21
C -7.992 1.373 -0.042 -0.21
C -9.004 1.000 -0.907 -0.71
C -9.245 -0.320 -1.202 -0.37
C -8.494 -1.321 -0.604 -0.69
C -7.489 -0.931 0.254 0.00
P -1.402 3.646 0.413 0.07
O -1.056 3.529 -1.209 -0.43
O -0.527 4.826 1.167 -0.44
S 1.596 1.806 1.728 1.40
O 1.969 0.834 2.714 -0.73
O 1.415 3.074 2.364 -0.57
C 3.087 1.975 0.619 0.40
F 4.007 2.569 1.396 -0.20
F 3.636 0.801 0.283 -0.18
C 2.893 2.923 -0.632 0.60
F 3.838 3.876 -0.595 -0.31
F 1.709 3.563 -0.496 -0.21
C 3.057 2.224 -2.006 0.46
F 4.367 1.932 -2.122 -0.31
F 2.361 1.083 -2.117 -0.07
C 2.695 3.133 -3.246 0.62
F 3.529 2.933 -4.248 -0.24
F 1.481 2.724 -3.687 -0.25
F 2.570 4.417 -2.951 -0.22
H -1.454 -3.899 -0.328 0.40
H -1.799 -3.602 -2.011 0.39
H -0.079 -3.803 -1.429 0.27
H -0.018 -0.173 -2.175 0.41
H -0.262 -2.491 2.010 0.57
H 0.600 -3.358 0.752 0.19
H 2.552 -1.475 1.827 -0.02
H 1.597 -2.024 3.207 0.38
H 3.502 -3.438 2.937 0.53
H 3.160 -3.809 1.257 0.31
H 1.299 -5.544 1.531 0.13
H 0.184 1.240 -0.247 -0.25
H -1.941 2.822 2.940 0.37
H -1.638 1.188 3.078 0.35
H -2.525 0.179 1.314 0.30
H -2.327 0.987 -0.305 0.22
H -3.961 2.706 0.364 0.47
H -3.886 2.171 2.090 0.30
H -6.354 1.679 1.792 0.41
H -7.811 2.424 0.183 0.31
H -9.619 1.772 -1.366 0.33
H -10.023 -0.611 -1.905 0.36
H -8.659 -2.373 -0.817 0.37
H -6.840 -1.664 0.735 0.35
H -0.751 2.653 -1.489 0.30
H 0.144 5.215 0.583 0.37
C -3.007 -6.834 -6.394 -0.64
O -2.971 -7.608 -5.209 -0.38
C -1.672 -7.917 -4.736 -0.70
C -0.987 -6.786 -3.953 0.23
C -0.456 -5.659 -4.835 -1.38
N -1.875 -6.214 -2.935 -0.47
H -2.186 -7.087 -7.072 0.30
H -2.986 -5.767 -6.160 0.23
H -3.950 -7.041 -6.899 0.26
H -1.805 -8.763 -4.056 0.35
H -1.039 -8.274 -5.559 0.41
H -0.126 -7.227 -3.442 0.34
H -1.245 -4.985 -5.169 0.29
H 0.261 -5.053 -4.280 0.31
H 0.054 -6.053 -5.716 0.36
H -2.140 -6.945 -2.281 0.25
H -2.750 -5.973 -3.395 0.28
C 4.644 4.345 3.808 -0.49
O 5.635 4.101 4.793 -0.45
C 6.963 4.348 4.375 -0.70
C 7.382 5.827 4.398 0.39
C 6.810 6.646 3.245 -1.36
N 7.024 6.475 5.664 -0.74
H 4.996 4.094 2.806 0.20
H 4.318 5.387 3.843 0.23
H 3.779 3.723 4.039 0.33
H 7.596 3.809 5.087 0.38
H 7.147 3.896 3.391 0.33
H 8.471 5.852 4.302 0.40
H 5.765 6.913 3.401 0.26
H 7.361 7.582 3.139 0.36
H 6.889 6.106 2.298 0.32
H 7.496 5.993 6.424 0.27
H 6.038 6.286 5.833 0.32
```

Properties
**SMILES**: CP(O)[C@@](CCCS)(OC#N)O[C@@H]([C@](N)(CCC(=O)Nc1ccccc1)P(O)O)S(=O)(=O)C(F)(F)C(F)(F)C(F)(F)C(F)(F)F.COC[C@@H](C)N.COC[C@@H](C)N
**Lowest unoccupied orbital energy**: 0.003 hartree

***

2.
A structure of composition C29H48N2OPtSSi, computed with wB97M-V/def2-TZVPD.

Structure (XYZ):
```
83
Properties=species:S:1:pos:R:3:mulliken_charge:R:1
Pt 0.521 -0.557 -0.280 1.83
C -2.020 3.090 -1.055 -1.70
C -0.897 2.282 -1.702 2.63
C 0.167 3.205 -2.292 -1.84
C -1.462 1.311 -2.707 0.68
C -1.858 1.762 -3.960 -0.80
C -2.438 0.905 -4.871 -1.45
C -2.610 -0.427 -4.555 -1.02
C -2.226 -0.952 -3.324 0.43
C -2.430 -2.458 -3.180 0.19
C -3.856 -2.799 -2.734 -1.34
C -1.404 -3.255 -2.369 -1.38
C -1.677 -0.046 -2.390 -0.49
N -1.335 -0.487 -1.070 0.58
C -2.290 -0.788 -0.227 0.46
C -1.969 -1.200 1.063 -0.33
C -2.730 -1.671 2.153 -1.87
C -1.821 -2.026 3.127 -0.62
C -0.529 -1.763 2.612 -0.65
N -0.629 -1.261 1.388 0.03
C 0.804 -1.992 3.292 2.75
C 0.991 -0.977 4.430 -1.70
C 1.969 -1.874 2.303 -1.13
C 0.815 -3.403 3.894 -2.00
H -1.609 3.742 -0.285 0.38
H -2.763 2.436 -0.594 0.31
H -2.538 3.712 -1.788 0.39
H -0.406 1.719 -0.906 -1.17
H -0.259 3.934 -2.982 0.43
H 0.926 2.637 -2.826 0.39
H 0.656 3.747 -1.484 0.38
H -1.714 2.803 -4.216 0.36
H -2.746 1.275 -5.840 0.37
H -3.036 -1.099 -5.290 0.43
H -2.340 -2.823 -4.210 0.62
H -4.018 -2.549 -1.689 0.27
H -4.031 -3.870 -2.838 0.41
H -4.599 -2.272 -3.330 0.35
H -1.659 -3.313 -1.314 0.23
H -0.406 -2.832 -2.446 0.03
H -1.369 -4.276 -2.751 0.52
H -3.315 -0.680 -0.557 0.81
H -3.801 -1.762 2.197 0.56
H -2.047 -2.451 4.089 0.52
H 0.971 0.044 4.054 0.11
H 1.951 -1.134 4.923 0.53
H 0.201 -1.081 5.174 0.35
H 1.868 -0.977 1.681 -0.76
H 2.038 -2.746 1.656 0.47
H 2.913 -1.771 2.839 0.41
H 0.056 -3.505 4.668 0.37
H 1.785 -3.613 4.345 0.46
H 0.624 -4.153 3.127 0.40
O 1.031 2.506 0.883 -0.69
S 0.953 1.787 2.172 0.68
C 1.262 3.052 3.454 -1.02
C -0.045 3.806 3.614 -0.60
C -1.102 2.714 3.727 -0.74
C -0.839 1.725 2.597 0.35
H 2.104 3.642 3.101 0.44
H 1.544 2.533 4.371 0.40
H -0.221 4.409 2.721 0.22
H -0.031 4.472 4.477 0.43
H -2.121 3.102 3.677 0.38
H -0.992 2.207 4.690 0.29
H -1.307 2.026 1.659 0.05
H -1.133 0.706 2.821 -0.21
C 3.703 0.975 -0.015 -0.79
Si 3.473 -0.155 -1.523 0.33
C 4.403 0.607 -2.992 -1.22
C 4.211 -1.867 -1.114 -1.16
C 1.642 -0.368 -1.988 -0.86
H 4.758 1.236 0.084 0.48
H 3.410 0.486 0.915 0.17
H 3.120 1.889 -0.090 0.12
H 5.467 0.701 -2.775 0.31
H 4.021 1.599 -3.223 0.32
H 4.298 -0.007 -3.884 0.34
H 5.126 -2.054 -1.674 0.38
H 3.512 -2.665 -1.359 0.34
H 4.459 -1.962 -0.058 0.32
H 1.531 -1.299 -2.560 0.52
H 1.342 0.437 -2.663 0.21
```

Properties
**Lowest unoccupied orbital energy**: -0.015 hartree

***

3.
A cluster of 2 separate species, C29H48N4O9 in total, computed with wB97M-V/def2-TZVPD.

Structure (XYZ):
```
90
Properties=species:S:1:pos:R:3:mulliken_charge:R:1
C 0.387 -1.155 2.863 -1.17
C -1.172 -0.745 2.411 0.34
O -2.034 -1.798 2.463 -0.59
N -1.491 0.664 2.072 1.09
C -2.080 1.295 3.271 0.39
C -1.922 0.474 4.726 -0.89
O -2.690 2.471 3.432 -0.60
C -2.028 0.974 0.729 -0.65
C -3.671 0.725 0.900 -1.50
C -4.545 0.660 -0.464 0.32
C -6.138 0.402 -0.022 -0.26
O -6.470 -0.977 -0.471 -0.55
N -1.972 2.406 0.157 0.67
C -1.254 3.533 0.810 -0.69
N -0.047 3.282 1.644 -0.38
C -1.739 2.603 -1.360 -1.22
C -2.806 3.601 -2.100 -0.49
C -2.148 4.369 -3.431 -0.17
O -1.113 5.228 -3.278 -0.47
C -1.497 1.078 -1.899 -0.22
O -2.521 0.891 -2.919 -0.53
C -1.404 0.101 -0.568 1.25
C -1.913 -1.486 -0.726 -0.66
C -1.789 -2.109 -2.222 -0.12
C -1.858 -3.780 -2.209 -0.50
O -2.994 -4.208 -3.044 -0.53
C 0.231 -0.194 -0.588 -1.51
C 1.206 1.043 -0.249 0.64
C 2.737 0.865 -0.900 -0.98
N 3.041 -0.606 -1.074 0.05
C 4.287 -1.046 -0.341 -1.00
C 4.032 -2.159 0.845 0.57
C 3.950 -1.550 2.399 -0.37
C 3.747 -2.618 3.633 -0.45
C 3.626 -4.225 3.314 -0.37
C 3.665 -4.806 1.773 -0.38
C 3.870 -3.764 0.489 0.08
O 3.907 -4.321 -0.888 -0.49
H 1.103 -0.231 2.921 0.22
H 0.747 -1.982 2.083 0.24
H 0.306 -1.742 3.899 0.50
H -2.283 1.159 5.635 0.35
H -0.779 0.245 4.976 0.23
H -2.605 -0.482 4.777 0.26
H -3.910 -0.272 1.510 0.46
H -4.198 1.588 1.536 0.48
H -4.546 1.750 -0.935 -0.30
H -4.261 -0.123 -1.267 0.17
H -6.847 1.221 -0.524 0.32
H -6.186 0.425 1.148 0.23
H -5.649 -1.511 -0.184 0.38
H -2.971 2.782 0.200 0.75
H -0.950 4.397 0.041 0.37
H -2.041 4.091 1.517 0.34
H 0.802 3.823 1.340 0.31
H -0.255 3.650 2.616 0.29
H -0.706 3.112 -1.678 0.52
H -3.098 4.490 -1.362 0.34
H -3.799 3.108 -2.462 0.29
H -2.571 4.241 -4.519 0.32
H -0.514 1.183 -2.570 0.83
H -2.048 0.944 -3.822 0.49
H -3.022 -1.654 -0.368 0.14
H -1.283 -2.216 -0.018 0.44
H -2.725 -1.772 -2.870 0.17
H -0.832 -1.842 -2.830 0.26
H -1.848 -4.226 -1.126 0.32
H -0.879 -4.209 -2.742 0.20
H -3.723 -4.592 -2.470 0.31
H 0.560 -1.095 0.091 -0.09
H 0.485 -0.541 -1.702 0.38
H 0.864 2.113 -0.553 -0.25
H 1.363 1.065 0.935 0.08
H 3.492 1.454 -0.227 0.24
H 2.715 1.410 -1.961 0.13
H 3.138 -0.792 -2.100 0.30
H 4.976 -1.578 -1.159 0.35
H 4.905 -0.167 0.124 0.32
H 4.041 -0.381 2.544 0.36
H 3.708 -2.166 4.725 0.31
H 3.515 -4.982 4.224 0.27
H 3.580 -5.970 1.554 0.30
H 2.928 -4.433 -1.144 0.33
C 8.050 0.710 -2.388 -0.95
C 6.547 0.914 -2.480 0.71
O 5.936 0.094 -3.219 -0.74
O 6.103 1.882 -1.801 -0.73
H 8.374 -0.140 -2.996 0.30
H 8.568 1.606 -2.743 0.27
H 8.337 0.522 -1.350 0.22
```

Properties
**Lowest unoccupied orbital energy**: -0.056 hartree

***

4.
A structure of composition C29H49Cl3N3O3PdSi, computed with wB97M-V/def2-TZVPD.

Structure (XYZ):
```
89
Properties=species:S:1:pos:R:3:mulliken_charge:R:1
C 1.518 -1.602 -4.312 -1.72
C 1.031 -0.291 -3.829 0.24
H 1.793 -1.577 -5.365 0.41
H 0.775 -2.392 -4.152 0.08
H 2.391 -1.849 -3.705 0.33
C 0.403 0.623 -4.609 0.39
C 0.104 0.420 -6.055 -1.78
H 0.074 1.584 -4.213 0.33
H -0.532 -0.472 -6.175 0.30
H 1.005 0.280 -6.678 0.36
H -0.443 1.290 -6.458 0.39
Pd 2.059 -0.719 1.074 -0.44
Cl 2.259 1.527 1.573 -0.45
Cl -0.864 -2.714 0.294 0.13
C -0.244 3.302 1.090 0.79
O -1.414 2.930 1.099 -0.85
N 0.184 4.536 1.410 0.45
C -0.810 5.595 1.416 -1.07
C 1.590 4.930 1.394 -0.72
H 0.590 2.613 0.837 -0.27
H -1.790 5.160 1.625 0.26
H -0.847 6.120 0.448 0.26
H -0.541 6.315 2.192 0.38
H 2.237 4.048 1.492 0.17
H 1.765 5.605 2.244 0.34
H 1.852 5.460 0.462 0.30
H -1.859 -1.672 -2.424 0.12
H -2.387 1.020 -3.449 0.27
C -2.863 -1.351 -2.110 -0.99
C -3.161 1.013 -2.674 -0.97
N -2.839 0.026 -1.659 0.33
H -3.236 -2.008 -1.320 0.37
C -2.703 0.335 -0.335 0.07
O -2.619 -0.495 0.580 -0.62
H -3.236 2.009 -2.237 0.28
H -2.658 1.419 -0.121 0.37
H -3.525 -1.394 -2.979 0.36
H -4.106 0.741 -3.154 0.40
O 0.252 -1.093 -1.914 -0.25
C 1.118 -0.152 -2.308 0.94
C -0.156 1.996 -1.758 2.29
C 1.087 1.394 -1.933 -0.16
H -1.029 1.349 -1.615 -1.51
C -0.301 3.385 -1.889 -0.06
H 2.126 -0.465 -1.907 -0.82
C 2.225 2.216 -1.939 -0.63
H -1.288 3.852 -1.856 0.24
C 0.821 4.191 -2.020 -0.85
C 2.092 3.610 -2.015 -0.66
H 3.224 1.755 -1.959 0.33
H 0.743 5.263 -2.138 0.45
H 2.973 4.239 -2.033 0.41
Si -0.209 -4.515 -0.436 0.11
Cl 3.623 -1.277 -0.484 -0.57
C -1.764 -5.610 -0.760 -1.14
C 0.640 -5.129 1.135 -0.94
C 0.961 -4.538 -1.863 -0.09
H -2.442 -5.183 -1.517 0.32
H -2.371 -5.735 0.149 0.27
H -1.595 -6.649 -1.091 0.36
H 0.707 -3.728 -2.553 -0.49
H 0.901 -5.527 -2.340 0.43
H 1.962 -4.369 -1.447 0.27
H 1.585 -4.592 1.299 0.13
H 0.873 -6.197 1.041 0.41
H 0.018 -4.978 2.032 0.20
C 0.619 1.292 4.321 -0.55
N -0.697 0.651 4.143 0.12
C -1.788 1.657 4.064 -0.68
C -0.682 -0.394 3.000 0.03
C 0.237 -1.472 3.422 1.57
C 0.023 -2.150 4.640 -0.58
C 0.961 -3.059 5.131 -0.90
C 2.132 -3.285 4.415 -0.55
C 2.337 -2.656 3.187 -0.29
C 1.420 -1.723 2.747 -0.20
H 0.991 1.619 3.344 0.09
H 1.354 0.597 4.739 0.26
H 0.514 2.179 4.952 0.39
H -0.859 0.126 5.005 0.41
H -1.756 2.163 3.096 0.17
H -2.745 1.145 4.197 0.35
H -1.630 2.362 4.884 0.38
H -1.719 -0.722 2.883 0.39
H -0.374 0.122 2.089 -0.62
H -0.898 -1.948 5.193 0.39
H 0.769 -3.564 6.080 0.37
H 2.858 -3.991 4.808 0.34
H 3.207 -2.824 2.560 0.52
```

Properties
**Total charge**: -1
**Lowest unoccupied orbital energy (spin up / spin down)**: 0.072 / 0.064 hartree
**Multiplicity**: 3
**<S²>**: 2.005

***

5.
The molecule C29H49FINO2Si, computed with wB97M-V/def2-TZVPD.

Structure (XYZ):
```
84
Properties=species:S:1:pos:R:3:mulliken_charge:R:1
C -1.300 4.206 -3.877 -0.60
C -1.422 3.932 -2.584 -0.24
C -1.442 3.653 -0.982 0.46
C -2.529 4.611 -0.270 -0.68
C -2.161 5.061 1.239 0.41
C -3.567 5.004 2.087 -1.08
F -1.092 4.302 1.860 -0.32
O -1.532 2.250 -0.628 -0.32
C -2.764 1.625 -1.087 0.05
C -2.520 0.461 -2.232 -0.16
I -3.486 1.275 -4.064 -0.01
C -0.958 0.268 -2.596 0.73
C -0.664 -0.608 -3.917 -0.58
C 0.915 -1.055 -4.059 -0.69
C 1.947 0.182 -3.925 -0.48
C 3.361 -0.220 -3.192 -0.86
C 3.265 0.021 -1.593 -0.45
C 2.999 -1.445 -0.893 0.06
C 2.480 -1.140 0.611 -0.19
Si 3.329 -2.262 1.964 0.08
C 5.208 -2.579 1.559 -0.99
C 2.446 -3.963 2.040 -0.84
C 3.141 -1.246 3.619 0.45
C 1.636 -0.984 4.080 -0.20
C 1.407 -0.128 5.385 -0.52
C 2.701 0.418 6.138 -0.29
C 4.190 0.137 5.690 -0.41
C 4.420 -0.720 4.384 -0.25
O -3.247 -0.762 -1.942 -0.41
C -2.695 -1.487 -0.805 0.66
C -2.039 -2.864 -1.428 -0.79
C -0.474 -3.059 -1.051 -0.03
C -3.829 -2.005 0.253 -1.05
N -4.836 -0.964 0.626 -0.32
C -4.598 -0.457 2.014 -0.67
H -1.160 4.592 -4.960 0.33
H -0.396 4.013 -0.605 0.33
H -3.603 4.175 -0.271 0.22
H -2.597 5.594 -0.897 0.34
H -1.886 6.195 1.207 0.25
H -3.585 5.734 2.974 0.34
H -4.434 5.319 1.367 0.31
H -3.757 3.903 2.358 0.26
H -3.560 2.353 -1.488 0.41
H -3.242 1.125 -0.143 -0.49
H -0.424 -0.134 -1.636 -0.47
H -0.523 1.331 -2.807 0.19
H -1.260 -1.597 -3.959 0.06
H -0.894 -0.047 -4.916 0.37
H 1.163 -1.966 -3.397 0.23
H 1.007 -1.435 -5.161 0.37
H 1.530 1.114 -3.398 0.24
H 2.260 0.509 -5.003 0.35
H 3.635 -1.332 -3.361 0.32
H 4.204 0.493 -3.578 0.35
H 4.219 0.477 -1.120 0.36
H 2.379 0.694 -1.279 0.20
H 2.138 -1.968 -1.464 -0.29
H 3.918 -2.134 -0.961 0.30
H 1.338 -1.140 0.744 -0.12
H 2.833 -0.055 0.868 0.41
H 5.771 -1.569 1.696 0.25
H 5.359 -2.954 0.468 0.29
H 5.669 -3.389 2.248 0.31
H 2.424 -4.435 0.972 0.25
H 2.986 -4.726 2.738 0.31
H 1.352 -3.894 2.444 0.26
H 0.735 -1.384 3.463 0.16
H 0.323 0.104 5.721 0.29
H 2.520 1.069 7.068 0.28
H 5.130 0.543 6.224 0.29
H 5.451 -0.987 3.940 0.18
H -1.907 -0.879 -0.218 0.12
H -2.241 -2.955 -2.574 0.29
H -2.599 -3.779 -0.962 0.41
H -0.116 -2.086 -0.555 -0.49
H 0.084 -3.298 -2.035 0.08
H -0.301 -3.938 -0.310 0.43
H -4.428 -2.867 -0.262 0.28
H -3.307 -2.482 1.169 0.31
H -4.915 -0.209 -0.073 0.33
H -3.607 0.145 2.138 0.19
H -5.513 0.100 2.474 0.26
H -4.461 -1.403 2.687 0.30
```

Properties
**SMILES**: C#C[C@@H](C[C@@H](C)F)OC[C@@](I)(CCCCCCCC[Si](C)(C)c1ccccc1)O[C@H](CC)CNC
**Lowest unoccupied orbital energy**: 0.015 hartree